P:
{"formula": "C3H11NO", "method": "the ωB97M-V functional and the def2-TZVPD basis", "species": ["C", "N", "H", "H", "H", "H", "H", "H", "C", "O", "C", "H", "H", "H", "H", "H"], "coordinates": [[0.19389, -1.78006, -0.40280], [-0.67891, 0.33165, 2.85517], [0.39226, -2.80582, -0.84599], [1.03905, -1.35890, 0.17599], [-0.58069, -2.00751, 0.30459], [-0.95101, 1.18537, 3.43808], [0.31785, 0.42242, 2.91560], [-0.83122, 0.32644, 1.87941], [-0.11697, 0.28009, -1.80298], [-0.58011, -0.87762, -1.18624], [0.42198, 1.27244, -0.77805], [-0.99777, 0.59077, -2.46065], [0.72676, -0.00516, -2.44312], [1.18635, 1.85816, -1.35534], [0.86596, 0.71105, 0.09399], [-0.40741, 1.85665, -0.38767]], "gap_ev": 10.504, "smiles": "CCOC.N"}

---

Q:
{"formula": "C3H11NO", "method": "the ωB97M-V functional and the def2-TZVPD basis", "species": ["C", "N", "C", "C", "H", "H", "H", "H", "H", "H", "H", "H", "H", "H", "H", "O"], "coordinates": [[0.52175, -1.82349, -1.54409], [0.77612, -0.56773, -0.81384], [0.66840, 0.55951, -1.76259], [-0.21069, -0.39070, 0.25099], [1.17480, -1.81671, -2.41035], [-0.53178, -1.91128, -1.83768], [0.70417, -2.68346, -0.90042], [1.30909, 1.38709, -1.45629], [0.98442, 0.20213, -2.74117], [-0.31409, 1.01908, -1.92182], [-1.04634, 0.30515, 0.09246], [0.27426, -0.10622, 1.18546], [-0.80835, -1.29083, 0.44376], [-1.71494, 1.37974, 2.71232], [-0.49482, 2.15392, 3.28936], [-1.41372, 1.93722, 3.45230]], "gap_ev": 9.708, "smiles": "CN(C)C.O"}

---

Computed relative energies in units of eV: P 0.598; Q 0.000

---

P:
{"formula": "C3H11NO", "method": "the ωB97M-V functional and the def2-TZVPD basis", "species": ["C", "C", "C", "N", "H", "H", "H", "H", "H", "H", "H", "H", "H", "H", "H", "O"], "coordinates": [[1.04148, 1.49082, -0.11800], [0.21033, 0.33947, 0.40844], [0.48112, 0.11326, 1.87947], [0.42238, -0.93102, -0.35927], [0.65085, 2.41165, 0.30198], [1.16252, 1.48435, -1.20103], [2.05237, 1.40318, 0.29072], [-0.85531, 0.59068, 0.29546], [0.13734, -0.89010, 2.16436], [-0.21921, 0.66275, 2.53471], [1.43401, 0.43542, 2.28558], [0.29860, -0.62886, -1.31646], [-0.32093, -1.53296, -0.07305], [-2.07711, -1.94007, -3.04413], [-1.88378, -1.18819, -1.83798], [-2.53465, -1.82035, -2.21080]], "gap_ev": 10.336, "smiles": "CC(C)N.O"}

---

Q:
{"formula": "C3H11NO", "method": "the ωB97M-V functional and the def2-TZVPD basis", "species": ["C", "N", "H", "H", "H", "H", "H", "H", "C", "O", "C", "H", "H", "H", "H", "H"], "coordinates": [[1.57214, -0.24653, -0.51908], [-1.56230, -1.15489, -1.53520], [1.66161, -1.06803, 0.18997], [2.35843, 0.50606, -0.44413], [1.55620, -0.67811, -1.51640], [-2.21995, -0.96128, -2.27707], [-0.75904, -1.55668, -2.01021], [-1.17127, -0.34501, -1.02869], [-0.24841, 1.03102, 0.75008], [0.32494, 0.45057, -0.44110], [0.00620, 0.13806, 1.94926], [0.17703, 2.04102, 0.84875], [-1.30636, 1.23237, 0.55257], [-0.03313, 0.76629, 2.84740], [-0.65353, -0.73794, 1.95128], [0.95098, -0.40036, 1.94778]], "gap_ev": 10.243, "smiles": "CCOC.N"}

---

Computed relative energies in units of eV: P 0.000; Q 0.697

---

P:
{"formula": "C5H7N2P", "method": "the ωB97M-V functional and the def2-TZVPD basis", "species": ["C", "C", "C", "C", "C", "N", "N", "P", "H", "H", "H", "H", "H", "H", "H"], "coordinates": [[-1.43667, -0.20294, -0.66471], [-2.35680, -1.24808, -0.40583], [-0.23356, -0.58083, -0.11802], [2.36147, 2.60921, -0.03376], [0.97329, 0.18638, 0.09932], [-0.35712, -1.80548, 0.43562], [-1.59529, -2.25836, 0.19101], [0.83238, 2.04566, 0.29324], [-1.70561, 0.60035, -1.26025], [-3.37551, -1.52559, -0.76310], [2.55069, 3.71570, 0.19614], [3.25493, 2.06783, -0.28418], [1.16762, -0.14296, 1.93773], [1.87730, -0.34392, -0.03997], [-1.95712, -3.11699, 0.41677]], "gap_ev": [8.058, 8.059]}

---

Q:
{"formula": "C5H7N2P", "method": "the ωB97M-V functional and the def2-TZVPD basis", "species": ["C", "C", "C", "C", "C", "N", "N", "P", "H", "H", "H", "H", "H", "H", "H"], "coordinates": [[0.27295, -1.30664, -0.02397], [-0.69154, -1.53457, 0.93851], [-1.28144, -0.00970, -1.10370], [-2.24124, -0.31947, -0.15879], [2.05879, 1.60453, 0.10358], [0.10895, -0.08816, -0.67743], [-1.83439, -0.82260, 1.03533], [0.16952, 1.42190, 0.09537], [1.19970, -1.76775, 0.02197], [-0.50252, -2.45280, 1.58152], [-1.36444, 0.28700, -2.11819], [-3.30267, -0.02349, -0.20750], [2.29415, 2.64885, -0.12495], [2.64457, 0.95728, -0.56984], [2.46963, 1.40563, 1.20809]], "gap_ev": [7.185, 6.568]}

---

R:
{"formula": "C5H7N2P", "method": "the ωB97M-V functional and the def2-TZVPD basis", "species": ["C", "C", "C", "C", "C", "N", "N", "P", "H", "H", "H", "H", "H", "H", "H"], "coordinates": [[1.58375, 0.21496, -0.08980], [2.18483, 1.47671, -0.11346], [0.19288, 0.50472, -0.03712], [-2.08583, -2.58197, -0.44674], [-0.82301, -0.47698, 0.22209], [-0.01171, 1.86484, -0.05951], [1.17411, 2.39580, -0.19371], [-0.48965, -2.22827, 0.05415], [1.87821, -0.79631, -0.06555], [3.26585, 1.78532, -0.11224], [-2.29920, -3.65036, -0.73564], [-2.75104, -1.86603, -0.66679], [-1.08969, -0.02427, 2.17037], [-1.81345, 0.01767, 0.02613], [1.08394, 3.36417, 0.04784]], "gap_ev": [7.420, 8.023]}

---

Computed relative energies in units of eV: P 0.994; Q 0.000; R 1.552

---

P:
{"formula": "CH7NOSi2", "method": "the ωB97M-V functional and the def2-TZVPD basis", "species": ["C", "N", "O", "Si", "Si", "H", "H", "H", "H", "H", "H", "H"], "coordinates": [[-0.21706, -0.49724, 0.10186], [-0.39446, -0.74680, -1.25339], [-1.18865, -1.62138, -1.57203], [1.62428, -0.50387, 0.47949], [-1.13243, 1.29632, 0.18347], [-0.76347, -1.28920, 0.63926], [2.21645, -1.80917, 1.11631], [2.14889, -0.59427, -0.99721], [1.96679, 0.54437, 1.43609], [-0.99722, 2.29260, 1.30141], [-0.75665, 1.97356, -1.04888], [-2.50646, 0.95507, -0.38639]], "gap_ev": 8.863, "smiles": "O=NC([SiH3])[SiH3]"}

---

Q:
{"formula": "CH7NOSi2", "method": "the ωB97M-V functional and the def2-TZVPD basis", "species": ["C", "N", "O", "Si", "Si", "H", "H", "H", "H", "H", "H", "H"], "coordinates": [[0.64983, 1.03282, -0.09410], [-0.29183, 1.73680, 0.18959], [-1.57899, 1.39603, 0.26380], [2.43179, 0.49709, -0.10177], [-2.52636, 0.12210, -0.13253], [0.26045, -0.95362, -0.10605], [2.61033, -0.86452, -0.91081], [3.51663, 1.53781, -0.18030], [2.20605, 0.13705, 1.41219], [-3.85513, 0.54422, 0.24984], [-2.49655, -0.39156, -1.48518], [-2.01440, -1.12347, 0.79769]], "gap_ev": [8.285, 8.286]}

---

Computed relative energies in units of eV: P 0.000; Q 2.315

---

P:
{"formula": "C3H11N2O", "method": "the ωB97M-V functional and the def2-TZVPD basis", "species": ["C", "C", "C", "N", "N", "H", "H", "H", "H", "H", "H", "H", "H", "H", "H", "H", "O"], "coordinates": [[-1.78188, -0.58354, 1.38476], [-0.77018, -0.12199, 0.39898], [-0.91265, 0.47389, -0.81302], [-1.47896, -0.02338, -1.93008], [0.56340, 0.11556, 1.01472], [-2.82361, -0.56261, 1.10079], [-1.57478, -1.62230, 1.66700], [-1.71438, -0.02488, 2.32102], [-0.26772, 1.29790, -1.12544], [-2.21215, -0.71208, -1.87692], [-1.33840, 0.39644, -2.83230], [0.58656, 0.86001, 1.72890], [1.04209, -0.65727, 1.46835], [1.13886, 0.55878, 0.29283], [3.98348, 0.71876, 0.13763], [3.72040, -0.70015, -0.53755], [3.31783, 0.08259, -0.15714]], "gap_ev": 9.059, "total_charge": 1}

---

Q:
{"formula": "C3H11N2O", "method": "the ωB97M-V functional and the def2-TZVPD basis", "species": ["C", "N", "C", "N", "H", "H", "H", "H", "H", "H", "H", "C", "O", "H", "H", "H", "H"], "coordinates": [[-1.61142, -0.55693, -1.02366], [-1.64100, -0.22731, 0.40729], [-0.67359, -0.55936, 1.21461], [-0.72973, -0.37408, 2.54680], [-1.67454, 0.42675, -1.60559], [-2.49917, -1.14927, -1.25815], [-0.67885, -1.08582, -1.20778], [-2.45667, 0.18207, 0.76820], [0.22605, -0.95637, 0.77149], [-1.54240, -0.13574, 3.05758], [-0.02406, -0.80878, 3.06826], [2.49926, 0.74616, -1.37895], [1.51377, 0.68825, -0.27366], [3.34304, 0.11488, -1.03605], [2.01720, 0.42417, -2.29681], [2.95762, 1.76334, -1.43339], [0.97449, 1.50802, -0.32020]], "gap_ev": 10.858, "total_charge": 1}

---

Computed relative energies in units of eV: P 0.859; Q 0.000

---

P:
{"formula": "C3H15NO3S", "method": "the ωB97M-V functional and the def2-TZVPD basis", "species": ["C", "C", "C", "S", "N", "H", "H", "H", "H", "H", "H", "H", "H", "H", "H", "H", "O", "H", "H", "O", "H", "H", "O"], "coordinates": [[0.60783, -0.05368, -0.58373], [-0.62553, 0.74406, -0.19802], [-1.00011, 0.67164, 1.32328], [0.24992, 0.77748, 2.64941], [1.02683, 0.13817, -1.97732], [0.34378, -1.12694, -0.66066], [1.44244, 0.05922, 0.11653], [-0.71461, 1.72064, -0.65552], [-1.52678, 0.25725, -0.65069], [-1.53582, -0.27271, 1.44547], [-1.77003, 1.44314, 1.47739], [1.25049, -0.00566, 2.09307], [1.16349, 1.03440, -2.41015], [0.48248, -0.45192, -2.58830], [-1.60585, -3.77392, -6.08385], [-0.86904, -5.15008, -6.10056], [-0.74853, -4.18518, -6.17194], [-3.21849, 1.37321, -2.02410], [-2.49809, 2.00044, -3.25842], [-2.91133, 1.19428, -2.90923], [2.43866, 0.79831, 6.03980], [3.93728, 1.15582, 5.78158], [3.32750, 0.44333, 5.97309]], "gap_ev": 9.479, "smiles": "NCCCS.O.O.O"}

---

Q:
{"formula": "C3H15NO3S", "method": "the ωB97M-V functional and the def2-TZVPD basis", "species": ["C", "C", "C", "S", "N", "H", "H", "H", "H", "H", "H", "H", "H", "H", "H", "H", "O", "H", "H", "O", "H", "H", "O"], "coordinates": [[-1.13978, -0.37369, -2.01992], [-1.03199, -0.82873, -0.57198], [0.43206, -0.82593, -0.13597], [0.75096, -1.61945, 1.45757], [-1.69425, 0.12418, 0.31800], [-0.39907, -0.85907, -2.67212], [-2.06012, -0.72708, -2.49913], [-1.09545, 0.69928, -2.17843], [-1.45596, -1.81748, -0.41360], [0.78257, 0.20923, -0.11936], [1.04148, -1.33288, -0.88614], [0.20171, -0.64707, 2.20886], [-2.70168, 0.16865, 0.22839], [-1.36686, 1.07331, 0.20551], [1.10480, 2.78191, -2.70902], [1.27776, 2.06756, -1.38784], [0.70895, 2.71037, -1.83243], [-2.85759, 0.83429, 3.13243], [-2.90617, 1.90204, 2.02014], [-2.36357, 1.55430, 2.73019], [2.43209, -0.16542, -0.81233], [3.53193, -0.58215, -1.76900], [3.33716, 0.05235, -1.07198]], "gap_ev": 9.637, "smiles": "C[C@H](N)CS.O.O.O"}

---

Computed relative energies in units of eV: P 0.564; Q 0.000